Entry 1:
{"formula": "C3H8NO2", "method": "ωB97M-V with the def2-TZVPD basis set", "symbols": ["C", "N", "O", "H", "H", "H", "C", "O", "C", "H", "H", "H", "H", "H"], "positions_angstrom": [[-0.16, -0.12, -3.03], [0.86, -0.16, -2.15], [-0.09, 0.00, -4.26], [-1.14, -0.09, -2.52], [1.85, -0.21, -2.55], [0.61, 0.03, -1.06], [-0.36, -0.28, 1.29], [0.31, 0.36, 0.25], [-0.12, 0.39, 2.59], [-0.06, -1.36, 1.40], [-1.45, -0.30, 1.19], [-0.61, -0.14, 3.43], [-0.59, 1.36, 2.52], [0.96, 0.52, 2.89]], "max_force_ev_per_a": 2.44, "multiplicity": 1, "relative_energy_ev": 1.430, "total_charge": -1, "e_tot_ha": -324.362815, "orbital_gap_ev": 8.11}

***

Entry 2:
{"formula": "C20H17ClEr", "method": "ωB97M-V with the def2-TZVPD basis set", "symbols": ["C", "C", "C", "H", "C", "C", "H", "H", "H", "H", "Er", "Cl", "C", "C", "C", "H", "C", "C", "H", "H", "H", "H", "C", "C", "C", "C", "C", "C", "C", "C", "C", "C", "H", "H", "H", "H", "H", "H", "H"], "positions_angstrom": [[0.86, -1.73, 0.49], [0.95, -1.70, -0.96], [-0.38, -1.88, -1.49], [1.88, -1.64, -1.54], [-1.27, -2.04, -0.37], [-0.51, -1.92, 0.83], [-0.89, -2.05, 1.85], [1.71, -1.77, 1.19], [-0.63, -1.94, -2.57], [-2.33, -2.38, -0.44], [-0.19, 0.33, -0.33], [2.12, 1.13, -0.80], [0.08, 2.61, -3.84], [-1.14, 1.98, -4.19], [-0.83, 0.76, -4.85], [-2.14, 2.37, -4.00], [0.59, 0.64, -4.92], [1.15, 1.79, -4.30], [2.21, 2.01, -4.21], [0.19, 3.58, -3.35], [-1.55, 0.05, -5.26], [1.14, -0.17, -5.39], [-2.38, 0.34, 5.70], [-1.12, 0.08, 5.10], [-0.88, 0.35, 3.76], [-1.94, 0.80, 2.92], [-1.92, 0.81, 1.51], [-3.05, 1.10, 0.77], [-4.30, 1.38, 1.41], [-4.37, 1.34, 2.77], [-3.22, 1.07, 3.55], [-3.41, 0.83, 4.92], [-2.53, 0.08, 6.75], [-0.32, -0.34, 5.71], [0.09, 0.19, 3.28], [-3.07, 1.17, -0.32], [-5.18, 1.63, 0.84], [-5.31, 1.50, 3.29], [-4.40, 0.93, 5.39]], "max_force_ev_per_a": 3.06, "multiplicity": 4, "relative_energy_ev": 0.000, "total_charge": -1, "s_squared": 3.753, "e_tot_ha": -2247.611802, "orbital_gap_ev": [5.63, 5.64]}

***

Entry 3:
{"formula": "H15LiO8", "method": "ωB97M-V with the def2-TZVPD basis set", "symbols": ["Li", "O", "H", "O", "H", "H", "O", "H", "H", "O", "H", "H", "O", "H", "H", "O", "H", "H", "O", "H", "H", "O", "H", "H"], "positions_angstrom": [[3.75, 4.99, 30.15], [1.96, 6.04, 30.52], [1.19, 6.46, 30.78], [2.18, 8.76, 31.49], [2.29, 8.03, 32.17], [2.17, 8.23, 30.65], [-0.93, 7.33, 29.80], [-0.92, 8.12, 29.33], [-0.85, 6.61, 29.07], [0.06, 7.55, 33.93], [0.89, 7.53, 33.42], [-0.58, 7.97, 33.43], [2.53, 7.22, 28.94], [1.70, 7.39, 28.27], [2.22, 6.36, 29.32], [2.48, 6.99, 32.93], [2.49, 6.47, 32.11], [3.50, 6.92, 33.31], [0.91, 3.89, 31.97], [1.61, 3.28, 31.88], [1.28, 4.74, 31.40], [0.57, 5.25, 28.38], [0.49, 5.81, 27.53], [1.15, 5.64, 28.99]], "max_force_ev_per_a": 7.76, "multiplicity": 1, "relative_energy_ev": 5.350, "e_tot_ha": -618.293103, "orbital_gap_ev": 7.41}

***

Entry 4:
{"formula": "C5H5FNO4", "method": "ωB97M-V with the def2-TZVPD basis set", "symbols": ["C", "C", "C", "C", "C", "N", "O", "O", "O", "O", "F", "H", "H", "H", "H", "H"], "positions_angstrom": [[4.25, 1.12, -0.51], [-0.43, -1.10, -0.65], [-3.10, 0.31, 1.14], [0.70, -0.62, 0.01], [-4.14, 0.87, 0.58], [1.95, -1.04, -0.35], [4.19, 1.82, 0.40], [4.53, 0.53, -1.46], [2.92, -0.40, 0.11], [2.00, -1.95, -1.20], [0.79, 0.20, 1.08], [-1.43, -1.05, -0.17], [-0.37, -1.51, -1.66], [-2.52, 0.73, 2.06], [-4.83, 1.64, 0.94], [-4.49, 0.45, -0.31]], "max_force_ev_per_a": 3.31, "multiplicity": 1, "relative_energy_ev": 3.267, "total_charge": -1, "e_tot_ha": -648.905889, "orbital_gap_ev": [8.02, 4.02]}

***

Entry 5:
{"formula": "C8H12N3", "method": "ωB97M-V with the def2-TZVPD basis set", "symbols": ["C", "C", "C", "C", "C", "C", "C", "C", "N", "N", "N", "H", "H", "H", "H", "H", "H", "H", "H", "H", "H", "H", "H"], "positions_angstrom": [[2.07, -1.00, 0.46], [1.08, -2.04, 0.56], [1.73, 0.28, 0.43], [-0.18, -1.81, 0.91], [0.29, 0.69, 0.73], [-0.65, -0.46, 1.13], [-0.57, 0.74, -1.62], [-1.96, -0.39, 1.50], [-0.25, 1.37, -0.51], [-0.40, -0.56, -1.82], [-0.13, 2.77, -0.45], [3.09, -1.13, 0.36], [1.55, -2.90, 0.28], [2.42, 1.09, 0.28], [-0.76, -2.76, 0.93], [0.12, 1.31, 1.55], [-0.93, 1.32, -2.58], [-2.55, -1.17, 1.82], [-2.53, 0.51, 1.67], [-0.86, -0.88, -2.62], [-0.23, -1.24, -1.17], [-0.98, 3.20, -0.81], [0.62, 3.08, -1.06]], "max_force_ev_per_a": 7.64, "multiplicity": 3, "relative_energy_ev": 2.269, "total_charge": 1, "s_squared": 2.019, "e_tot_ha": -475.859456, "orbital_gap_ev": [6.14, 7.63]}

***

Entry 6:
{"formula": "C16H14F2N2OPdSTe4", "method": "ωB97M-V with the def2-TZVPD basis set", "symbols": ["Pd", "S", "C", "C", "C", "C", "C", "C", "N", "C", "C", "C", "C", "C", "C", "C", "H", "H", "H", "H", "H", "H", "H", "H", "Te", "Te", "Te", "Te", "F", "C", "F", "H", "C", "C", "N", "O", "H", "H", "H", "H", "H"], "positions_angstrom": [[-1.96, 0.05, 0.62], [2.34, -1.45, 0.05], [1.57, -1.98, -1.41], [2.14, -2.64, -2.50], [1.30, -3.00, -3.54], [-0.07, -2.70, -3.50], [-0.63, -2.04, -2.42], [0.21, -1.66, -1.37], [-0.17, -0.98, -0.22], [0.83, -0.83, 0.60], [0.65, -0.17, 1.90], [1.48, 0.90, 2.23], [1.27, 1.62, 3.39], [0.24, 1.25, 4.24], [-0.57, 0.17, 3.94], [-0.37, -0.57, 2.78], [3.19, -2.88, -2.52], [1.71, -3.52, -4.39], [-0.70, -3.00, -4.32], [-1.68, -1.81, -2.39], [2.25, 1.21, 1.53], [1.91, 2.46, 3.63], [0.05, 1.81, 5.15], [-1.36, -0.11, 4.62], [-3.79, 1.28, 1.90], [-5.21, -0.92, 2.49], [-3.45, -2.09, 4.19], [-1.43, -2.42, 2.46], [-3.56, -0.74, -1.45], [-2.91, 0.41, -1.07], [-1.98, 0.66, -2.05], [-3.63, 1.22, -1.10], [1.21, 1.73, -2.07], [0.96, 2.54, -0.81], [1.94, 3.44, -0.49], [0.00, 2.37, -0.10], [1.60, 2.36, -2.88], [0.29, 1.26, -2.37], [1.96, 0.96, -1.85], [2.62, 3.72, -1.18], [1.74, 4.08, 0.26]], "max_force_ev_per_a": 0.26, "multiplicity": 1, "relative_energy_ev": 0.039, "e_tot_ha": -2600.814747, "orbital_gap_ev": 6.80}